Record 1
Here is 2 unconnected molecules or ions with the total composition C3H10NO from the Open Molecules 2025 dataset. Energies are from the ωB97M-V functional and the def2-TZVPD basis.

Each line ends with the Mulliken charge.
Cartesian coordinates (Å):
1 O -0.436188 -0.255651 0.660971  -0.228
2 N 3.028826 1.095239 0.606772  -0.175
3 C -2.171157 -0.441042 -1.049599  -0.786
4 C 2.177223 0.726496 -0.283403  -0.104
5 C -1.536969 -0.992713 0.333554  0.025
6 H -1.588300 0.444105 -1.286620  0.273
7 H 3.298107 2.071437 0.751638  0.331
8 H 2.028672 -0.340291 -0.404752  0.326
9 H 2.991217 0.642346 1.525889  0.335
10 H -2.317062 -1.015679 1.085840  0.408
11 H -1.072762 -1.927495 -0.074770  0.237
12 H 1.405711 1.371678 -0.702796  0.284
13 H -3.215184 -0.146780 -0.915824  0.317
14 H -0.553027 -0.094233 1.624193  0.401
15 H -2.039108 -1.137416 -1.871094  0.355

Force components x, y, z for each atom (eV/Å):
O -1.0215 -0.5979 1.1611
N -1.0771 1.2598 0.7499
C 0.4712 0.3745 -1.4413
C -0.5506 -0.5599 1.0346
C -0.0213 0.8241 -0.3462
H 0.0909 0.0764 0.0316
H -0.4405 0.1889 -0.3890
H -0.1045 -0.0966 0.2499
H 1.4958 -1.2275 -0.5947
H 0.2770 -0.5106 0.3276
H -0.5554 -0.2917 -0.2558
H 1.2193 0.6160 -1.1495
H -0.0191 -0.4634 0.5836
H 0.4702 0.5888 -0.0749
H -0.2344 -0.1809 0.1132

Results
Lowest unoccupied orbital energy (alpha / beta)   -0.3673 / -0.5002 hartree
2S+1   2
Charge   +2
ΔE to the lowest compared entry with this formula, charge and spin   392.76 kJ/mol
Gap between HOMO and LUMO (alpha / beta)   11.7 / 8.5 eV
HOMO energy (alpha / beta)   -21.67 / -22.09 eV

Record 2
Here is 2 unconnected molecules or ions with the total composition C2H9N2OP from the Open Molecules 2025 dataset. Energies are from the ωB97M-V functional and the def2-TZVPD basis.

Each line ends with the Mulliken charge.
Cartesian coordinates (Å):
1 P -1.772523 0.540802 0.705692  0.213
2 O -2.087578 1.642287 -0.338364  -0.450
3 N 0.529646 2.016355 0.399485  -0.680
4 N -1.255214 -0.711242 -0.189070  -0.028
5 C -0.804894 -1.949883 0.333372  -0.910
6 C 1.519411 1.124751 -0.181561  -0.579
7 H 1.422637 0.263986 0.411311  0.197
8 H 0.231479 -1.955164 0.115211  0.340
9 H -1.356884 -2.835061 -0.011174  0.279
10 H -0.829926 -2.012753 1.414963  0.326
11 H 1.064871 0.798742 -1.132547  0.221
12 H 0.894819 2.342274 1.276850  0.109
13 H 2.635226 1.422003 -0.181113  0.280
14 H -1.293008 2.106430 -0.653020  0.406
15 H -1.090056 -0.862450 -1.189100  0.275

Force components x, y, z for each atom (eV/Å):
P 2.0696 0.6317 1.0482
O -1.3521 0.8811 -1.2939
N -1.2967 -0.1182 -0.4124
N -0.4164 -1.0184 -1.8149
C -0.0066 -1.1457 1.7665
C -0.3066 0.4458 -0.2527
H 0.7253 -1.8583 0.8779
H 1.1291 -0.9370 -0.3903
H 0.2340 0.3263 -0.3112
H -0.2971 0.3016 0.3777
H 1.0891 0.3304 -0.2767
H 0.0185 0.2841 0.5558
H -1.7730 -0.1183 -0.4250
H 0.6582 0.3254 0.3044
H -0.4753 1.6696 0.2466

Results
Lowest unoccupied orbital energy (alpha / beta)   0.0050 / -0.0039 hartree
ΔE to the lowest compared entry with this formula, charge and spin   343.53 kJ/mol
Gap between HOMO and LUMO (alpha / beta)   7.7 / 6.4 eV
HOMO energy (alpha / beta)   -7.57 / -6.53 eV

Record 3
Here is 3 unconnected molecules or ions with the total composition C28H30N2O8S from the Open Molecules 2025 dataset. Energies are from the ωB97M-V functional and the def2-TZVPD basis.

Each line ends with the Mulliken charge.
Cartesian coordinates (Å):
1 S 2.371349 3.229389 3.122671  -0.182
2 O -2.241933 -5.887560 4.942691  -0.336
3 O -0.707367 9.733017 -0.887755  -0.536
4 O -0.129747 7.562771 -0.507474  -0.265
5 O -0.990824 -5.958714 3.159454  -0.340
6 O 0.579901 -4.598437 -0.621785  -0.479
7 O -1.544063 -3.924275 4.022072  -0.540
8 O -3.607927 -2.133962 -0.826160  -0.553
9 O -0.883349 8.111154 -2.477306  -0.266
10 N 2.410300 0.337937 2.469958  -0.496
11 N -1.677329 -3.696436 -0.605500  -0.274
12 C -1.457033 -0.120513 1.062891  0.424
13 C -0.585980 8.586752 -1.253349  0.742
14 C -1.641543 3.056996 -2.125284  -0.514
15 C -2.468753 2.143143 0.284238  -0.671
16 C 2.997467 -2.629843 -0.553059  0.179
17 C -1.746822 3.881825 -3.137478  -0.386
18 C 3.623038 -3.937485 -1.153801  -0.405
19 C 1.178934 -0.177880 1.826771  0.516
20 C -0.254901 -5.290045 2.137087  -0.210
21 C -2.446167 -2.414781 -0.413432  0.299
22 C -2.839615 0.724131 1.028509  -0.646
23 C 3.836062 -4.064095 -2.732852  -0.475
24 C 2.704523 -2.428543 1.044968  -0.549
25 C -2.927020 -5.138938 5.945182  -0.615
26 C 3.446580 -2.944609 -3.758815  0.644
27 C 0.032794 -2.249291 0.432338  1.630
28 C 2.605916 -1.478479 -1.588616  -0.078
29 C -0.223932 0.582869 1.802442  -0.607
30 C -1.382476 9.094035 -3.382266  -0.640
31 C -1.461477 1.947788 -0.972964  0.230
32 C -0.197887 -3.648386 -0.318468  -0.525
33 C 1.293378 -1.604248 1.106074  -0.198
34 C 2.279125 1.570657 2.891566  0.386
35 C -1.371984 -1.532723 0.383877  -0.243
36 C 3.590548 -3.022881 -5.355561  -1.061
37 C 0.226980 7.923206 0.825194  -0.597
38 C -1.587859 -5.132809 4.039856  0.713
39 C 2.814708 -1.604675 -3.150428  -0.684
40 H 2.111312 -0.494703 -1.227039  0.231
41 H -1.756235 4.414706 -4.163809  0.340
42 H -0.366292 2.056395 -0.586939  0.211
43 H -3.288401 0.872436 2.073471  0.309
44 H 2.576663 -3.424598 1.599021  0.218
45 H -0.914161 -4.661900 1.538536  -0.175
46 H 3.557001 -1.776275 1.450204  0.311
47 H 3.539204 -1.958948 -5.829342  0.284
48 H -0.357355 1.609122 2.292228  0.139
49 H 4.488831 -3.627831 -5.734551  0.315
50 H 1.036297 8.657704 0.822630  0.293
51 H 0.556074 -4.698417 2.569812  0.258
52 H -3.693611 -4.503128 5.495230  0.293
53 H -0.637335 9.875108 -3.552800  0.291
54 H -3.409466 2.681572 -0.091235  0.479
55 H -2.315225 9.523878 -3.008667  0.297
56 H -3.539603 0.151986 0.299609  0.284
57 H -1.587424 8.599782 -4.333302  0.211
58 H -1.873602 2.752566 1.079173  0.197
59 H 0.182205 -6.048823 1.486474  0.278
60 H 2.528089 -0.760940 -3.897646  0.204
61 H -2.222448 -4.541404 6.529046  0.287
62 H -2.028500 -4.392757 0.082847  0.394
63 H 0.579759 7.023430 1.332095  0.163
64 H -1.525789 0.919095 -1.480348  0.197
65 H 4.304761 -5.051136 -3.090807  0.258
66 H -3.416566 -5.847139 6.615577  0.217
67 H 2.641882 -3.568298 -5.759538  0.253
68 H -0.641552 8.306416 1.366731  0.296
69 H 3.889739 -4.796307 -0.420945  0.277

Force components x, y, z for each atom (eV/Å):
S -0.3900 -4.7229 -0.3131
O 0.3403 0.2105 -0.4763
O 0.0740 -0.6822 -0.2126
O -0.1946 0.3262 -0.4060
O -0.3044 0.2765 0.4383
O -3.5098 4.2581 1.5641
O -0.0282 -0.6979 -0.0423
O 5.2245 -1.5760 1.9790
O 0.1728 0.0633 0.5474
N -3.1888 4.8296 1.0677
N -0.0447 0.2169 0.7757
C 1.5935 -0.7794 0.5415
C -0.0109 -0.0271 -0.0226
C -0.4236 3.1212 -4.4423
C 0.5471 -0.2802 0.4593
C 0.5776 -0.6932 -3.8178
C 0.7632 -4.4646 4.2209
C -1.2510 3.3265 -1.9800
C -3.2839 -2.0224 -1.9099
C 0.3042 -0.1856 -0.1026
C -0.2873 1.1863 0.0433
C 1.2424 -0.3037 -1.9127
C -1.1545 2.4462 1.2640
C -1.0181 1.1477 -1.8574
C -0.2505 0.1960 0.3644
C -0.5345 1.0177 3.7627
C -0.9256 2.6864 0.8687
C 1.0842 -2.3091 -1.7194
C 0.6861 -4.3644 -1.9890
C -0.1619 0.2728 -0.3147
C 0.5978 1.2099 -0.7373
C 1.4451 -0.6990 -0.4490
C -2.1741 0.7047 0.2095
C 1.5627 -0.5773 -1.7866
C 3.4183 2.2547 1.7577
C -1.1988 -0.2985 0.3109
C 0.1178 0.0687 0.4091
C -0.0249 -0.0543 0.0815
C 1.1840 -3.2594 2.4480
H 0.9924 -1.9402 -0.5125
H -0.0536 -1.0901 2.6250
H -1.9616 -0.2361 -0.7990
H 0.6854 -0.2278 -1.6653
H 0.3874 1.4884 -0.9344
H 0.1080 -0.0446 0.5364
H -1.4298 -1.1039 -0.2640
H 0.4018 -1.9221 1.0094
H 0.2378 -1.7990 -0.7898
H -1.2065 1.1131 0.7746
H -0.2190 0.0273 -0.0019
H -0.2209 0.1202 -0.0630
H 0.2146 0.0356 0.0382
H -0.1592 -0.0170 0.1522
H 1.4103 -0.7496 0.8790
H 0.2106 0.0588 0.0321
H 0.9689 0.8649 1.6199
H 0.1186 -0.1765 0.2539
H -1.3854 -0.6138 -1.5556
H -0.2163 -0.0394 0.2130
H 0.5008 -1.5784 1.7180
H -0.1074 0.0440 -0.1891
H -0.2458 0.2127 -1.2870
H -0.0973 -0.0248 -0.3184
H -0.1513 1.5576 0.7727
H -0.8581 1.7845 0.4751
H 0.1799 -0.1119 -0.2612
H 1.6315 0.8623 0.6981
H 0.1498 0.1053 -0.1233
H -0.4611 1.5778 -1.6552

Results
Lowest unoccupied orbital energy   -0.0569 hartree
ΔE to the lowest compared entry with this formula, charge and spin   1233.00 kJ/mol
Gap between HOMO and LUMO   6.8 eV
HOMO energy   -8.30 eV

Record 4
Here is 2 unconnected molecules or ions with the total composition C23H26N4O2S2 from the Open Molecules 2025 dataset. Energies are from the ωB97M-V functional and the def2-TZVPD basis.

Each line ends with the Mulliken charge.
Cartesian coordinates (Å):
1 S 6.563533 3.688293 -2.666480  -0.192
2 S 0.219882 -0.482148 -2.466694  -0.263
3 O -3.711453 2.664937 -5.042476  -0.269
4 O -2.972059 2.733590 -3.064160  -0.124
5 N 1.906631 -0.125540 0.182982  0.183
6 N -2.707920 2.798908 -4.404416  0.091
7 N -2.169212 5.411116 2.520461  -0.496
8 N 6.531947 0.723735 -2.353575  -0.584
9 C 1.546551 -1.930084 2.035885  -0.725
10 C -1.000327 -5.181920 2.243818  -0.713
11 C -2.554687 -4.807020 2.130210  -0.422
12 C 0.380056 1.775875 1.245410  -0.675
13 C 4.397493 0.194397 -3.796912  -0.341
14 C -1.848988 2.628403 -0.087132  -0.607
15 C -2.701500 6.045258 1.678294  0.412
16 C 0.701528 0.764191 0.102893  -0.246
17 C -1.543410 1.614240 -1.251489  0.471
18 C 1.517510 -1.541054 0.475974  -0.087
19 C -2.982627 -3.475682 2.934096  -0.824
20 C 0.272528 -2.811820 2.509847  -0.470
21 C 2.711081 -0.021993 -1.068043  -0.091
22 C -0.287453 0.724959 -1.128848  0.374
23 C 4.254967 0.271541 -1.045549  -0.537
24 C -3.376842 6.850531 0.609129  -0.803
25 C 5.066737 0.397670 -2.386834  0.263
26 C -0.874115 2.719314 1.141302  -0.394
27 C 0.004136 -4.105846 1.593892  -0.256
28 C 2.068802 -0.191749 -2.500870  0.592
29 C 6.595484 2.028111 -2.469888  0.399
30 C -2.461754 1.451221 -2.550777  -0.446
31 C 2.865043 -0.096307 -3.824626  -0.452
32 H -3.976880 7.640649 1.063311  0.311
33 H -0.636522 -2.122035 2.507119  0.090
34 H -1.946874 0.938041 -3.430412  0.390
35 H -1.148441 3.501697 1.921556  0.377
36 H 0.437585 -3.154015 3.603051  0.341
37 H -3.341948 0.771056 -2.229503  0.266
38 H -2.905657 -4.677821 1.041874  0.248
39 H 1.618734 -1.026009 2.738837  0.288
40 H 4.739929 0.415604 -0.019961  0.319
41 H -2.628137 7.301876 -0.043708  0.268
42 H -0.858383 -6.157360 1.637586  0.291
43 H -0.459255 -3.724019 0.612782  0.169
44 H -0.714653 -5.467548 3.327190  0.298
45 H 2.472409 -2.585824 2.266914  0.380
46 H -2.756373 3.319943 -0.129547  0.319
47 H -3.191065 -5.667541 2.573770  0.302
48 H -2.816614 -2.584619 2.215743  0.141
49 H 5.025766 0.278325 -4.758192  0.341
50 H 0.994302 -4.671923 1.395916  0.262
51 H 1.099359 1.824956 2.126583  0.350
52 H -4.026735 6.206553 0.014389  0.266
53 H -2.338226 -3.340738 3.871207  0.236
54 H 0.480606 -1.813502 0.038067  0.031
55 H -4.081993 -3.436841 3.234203  0.333
56 H 2.254656 -2.250889 -0.060629  0.317
57 H 2.292850 -0.233140 -4.813570  0.298

Force components x, y, z for each atom (eV/Å):
S 0.3475 -4.4834 0.5787
S 1.1150 1.4528 0.7961
O 1.7526 0.6608 1.0158
O -0.2478 -1.0112 2.0864
N -0.8153 0.7435 -1.9899
N -1.5448 -0.6399 -2.4211
N -1.7989 2.1430 -2.7468
N -1.4504 5.7821 -0.3811
C -0.0174 -0.8079 0.7132
C -0.2305 -0.4750 -0.7772
C -0.8189 -0.0353 0.8437
C -1.9133 -0.3016 -3.2002
C -2.1283 -0.2536 3.6151
C 3.4030 -2.3176 0.3733
C 1.1742 -1.3833 1.8724
C -3.1437 2.6916 0.3283
C 2.2657 0.3819 2.1876
C -0.2400 -1.8998 0.2482
C 0.4759 0.3884 -0.7153
C 0.2938 0.1112 -0.0169
C 2.6026 0.4120 -3.8087
C 0.2897 1.5938 2.2106
C -2.0588 -0.2859 -2.7073
C 0.4180 -0.4860 0.6562
C -3.8399 -1.1539 -0.4288
C 0.1343 -2.5115 -3.1620
C -0.2059 0.1123 0.5499
C 2.5397 0.7715 0.9985
C -0.5353 -1.3766 -0.0938
C 0.3161 -0.7387 1.0806
C 1.5321 0.4545 2.9852
H 0.0842 -0.1137 0.0188
H 1.1144 -1.0210 -0.0261
H -0.2610 0.5647 1.4974
H 0.6948 -1.3870 -1.0574
H -0.1819 0.5912 -1.7016
H 1.1136 1.3487 -0.7653
H 0.7904 -0.3078 1.5210
H -0.1302 -1.0893 -1.2847
H -0.5940 -0.1984 -1.8221
H -0.0243 -0.0901 0.1079
H -0.2363 1.4613 0.9301
H 0.8346 -0.8551 1.2360
H -0.4541 0.7632 -1.6064
H -1.2775 1.1769 -0.5302
H 1.4919 -1.1772 -0.0238
H 1.1848 1.1711 -0.7908
H -0.1692 -1.2116 1.4013
H -1.1785 -0.1414 1.8284
H -1.4786 1.1315 0.1506
H -1.1904 -0.0002 -1.3478
H 0.0887 0.0165 0.0974
H -0.9501 -0.1361 -1.3307
H 1.5797 0.6971 0.7121
H 1.4499 -0.3284 -0.4438
H -1.0847 1.3142 0.7616
H 1.1130 0.2826 1.7770

Results
Lowest unoccupied orbital energy   -0.0156 hartree
Gap between HOMO and LUMO   7.8 eV
HOMO energy   -8.26 eV

Respective max |F| values: 2.02; 2.40; 6.19; 5.97 eV/A.